# C29H21N6O6Se2W

A molecular structure, C29H21N6O6Se2W (wB97M-V/def2-TZVPD, the OMol25 dataset).

Last column: Mulliken charge in e.
Element x y z (Å)
C (0.760816, 3.822707, 0.347581)  -1.0489
Se (-3.088377, 0.245446, 0.543985)  0.2217
C (0.918473, -2.134037, 5.316889)  -0.7463
O (6.176043, -0.767732, -0.297421)  -0.6708
C (0.187838, 0.376714, 4.319738)  -0.4427
N (-0.525212, -0.453367, 1.061855)  0.3001
C (3.941143, -1.344873, -0.445005)  0.4110
H (-1.110366, -5.253109, 0.772093)  0.4678
C (0.614520, 0.244869, 5.628309)  -0.7482
O (0.068674, 1.078827, -2.450161)  -0.8000
C (3.402596, -0.315780, 0.329106)  -1.2100
H (-3.817357, -4.073197, -2.354498)  0.4841
H (-1.661236, 2.064375, -3.497530)  0.6363
C (-0.261828, -0.616608, 2.163275)  0.5686
C (5.419714, -1.747640, -0.288771)  0.1725
C (-3.074347, -3.850606, -1.601615)  -0.7820
O (5.569200, -2.966644, -0.152167)  -0.6643
H (0.663100, 1.115923, 6.266833)  0.4299
C (1.302552, 3.980791, -0.866942)  -0.2485
C (-2.558893, -4.826816, -0.776311)  -0.2015
H (2.250605, 2.285697, -3.473422)  0.3252
H (-3.275519, 3.940620, -3.707425)  0.4782
O (1.020160, -3.020846, -3.168809)  -0.6022
H (-2.908485, -5.847470, -0.857369)  0.4360
H (1.649023, 0.769181, 0.853530)  0.3769
C (0.498360, -2.027096, 4.005733)  -0.4157
C (-4.234856, 3.494744, -1.818459)  -0.1576
H (-4.945218, 4.308321, -1.883126)  0.4390
N (1.262026, -0.578604, -0.684578)  0.5451
H (-0.335749, -2.908339, 0.891302)  0.4101
C (1.790598, -1.555026, -1.445824)  0.5708
C (-4.259199, 2.637834, -0.740907)  -0.8739
Se (-2.993113, -1.033361, -2.471685)  0.0378
H (3.437590, -2.812602, -1.948725)  0.6437
C (-0.025978, 2.637122, 0.677671)  0.2070
O (-0.487795, 2.386200, 1.768367)  -0.5662
C (0.356334, 1.997142, -1.604680)  0.5634
C (2.077310, 0.011062, 0.214731)  -0.0123
C (0.827959, -2.110922, -2.424758)  0.0822
H (1.315756, -1.093269, 7.145252)  0.4183
N (-0.168401, 1.758794, -0.407023)  0.4407
N (1.114692, 3.058609, -1.885179)  0.2546
C (3.090455, -1.985278, -1.343822)  -0.9494
H (0.925244, 4.550272, 1.127464)  0.5005
H (4.043834, 0.223675, 1.014007)  0.5643
C (-1.561366, -4.500005, 0.142752)  -1.0508
C (-2.591431, -2.557661, -1.468232)  0.6561
H (1.205805, -3.097919, 5.713344)  0.4289
C (0.978546, -1.001760, 6.121213)  -0.3798
C (-3.296128, 3.302211, -2.836189)  -1.0604
H (0.954271, 3.398568, -3.962952)  0.3052
H (1.919644, 4.828491, -1.128953)  0.4488
N (-1.672360, -2.233996, -0.542197)  0.2906
O (-0.308542, -1.392273, -2.437350)  -0.4340
C (0.138369, -0.767588, 3.517020)  -0.0486
H (0.456273, -2.898881, 3.366526)  0.4703
C (-2.393740, 2.274236, -2.731829)  -0.4457
H (-0.109543, 1.333432, 3.911116)  0.5681
H (2.421501, 4.025978, -3.184990)  0.3560
C (-1.132490, -3.199365, 0.223797)  -0.2188
C (1.719571, 3.198585, -3.215987)  -0.8732
N (-2.416253, 1.446385, -1.669066)  0.1341
C (-3.331409, 1.603975, -0.705506)  0.4059
H (-4.973295, 2.744480, 0.063292)  0.5043
W (-0.960103, -0.172595, -1.027288)  1.0974

Forces on the atoms, in the same order (eV/Å):
C 0.032 0.010 0.000
Se -0.010 0.184 -0.053
C 0.004 -0.030 0.009
O -0.006 -0.083 -0.015
C -0.062 -0.015 0.002
N -0.252 -0.317 -0.260
C 0.168 -0.034 -0.010
H -0.003 0.010 0.001
C 0.000 0.006 0.007
O 0.082 -0.046 0.080
C 0.048 -0.025 -0.047
H 0.004 0.009 0.008
H -0.023 0.019 0.027
C 0.174 0.103 0.091
C -0.092 0.090 0.135
C -0.019 -0.006 -0.014
O 0.012 0.043 -0.076
H 0.000 -0.001 -0.007
C 0.015 0.017 -0.005
C 0.000 -0.016 0.012
H -0.006 -0.008 -0.002
H 0.003 -0.002 0.009
O -0.034 -0.088 0.095
H 0.004 0.008 -0.004
H 0.005 -0.020 -0.033
C 0.016 0.045 -0.042
C 0.024 0.010 -0.034
H -0.002 -0.012 0.000
N -0.175 -0.287 -0.004
H -0.001 0.003 0.019
C 0.043 -0.049 0.063
C -0.012 -0.028 0.022
Se -0.251 -0.224 -0.025
H -0.008 0.011 -0.006
C 0.026 -0.070 0.014
O 0.004 0.020 0.018
C 0.034 0.005 0.140
C -0.088 0.139 0.066
C 0.175 0.256 -0.266
H -0.008 -0.004 -0.008
N -0.217 0.137 -0.033
N -0.013 0.016 -0.046
C -0.120 -0.012 0.020
H -0.007 -0.001 -0.009
H 0.000 -0.013 -0.009
C 0.005 -0.037 -0.002
C 0.022 -0.024 0.076
H 0.000 0.006 -0.011
C 0.005 0.007 0.007
C -0.051 0.040 -0.003
H -0.007 -0.002 0.002
H -0.006 -0.001 0.008
N 0.110 -0.148 -0.074
O -0.195 -0.099 -0.278
C -0.025 0.045 0.133
H 0.013 0.001 0.000
C -0.043 -0.111 -0.125
H 0.028 -0.006 -0.011
H 0.001 0.004 0.012
C 0.028 0.031 0.025
C 0.006 -0.001 0.010
N 0.305 0.124 0.124
C -0.036 -0.018 -0.020
H 0.002 0.004 -0.004
W 0.372 0.432 0.302

Values from the calculation:
**Relative energy (zero: lowest compared OMol25 entry of this formula, charge and spin)**: 1.6 kcal per mole
**HOMO**: -9.931 eV
**Total charge**: +1
**Electronic energy**: -184152.8526 eV
**HOMO-LUMO gap**: 5.303 eV


# C2H3N4S

A gas-phase ion, C2H3N4S (charge +1) at a distorted geometry (wB97M-V/def2-TZVPD, the OMol25 dataset).

Last column: Mulliken charge in e.
Element x y z (Å)
H (-0.556170, -1.460453, 0.934707)  0.2615
N (1.352632, 1.045823, 0.092545)  0.3382
C (1.916850, 0.007104, 0.071783)  0.3702
C (-1.029293, -0.034970, -0.366525)  0.4003
H (-1.454229, -2.046072, -0.448198)  0.2989
N (-1.006209, -1.234743, 0.041657)  -0.3010
N (0.343660, 1.781364, 0.100002)  -0.6686
S (2.786267, -1.291791, 0.092767)  -0.1693
H (-1.555230, 1.967644, -0.342677)  0.3204
N (-0.798281, 1.266093, -0.176058)  0.1495

Forces on the atoms, in the same order (eV/Å):
H 0.113 -0.198 -0.293
N -0.598 0.935 0.141
C 1.714 -2.777 -0.075
C -2.385 2.382 -0.744
H 0.400 1.270 0.382
N 0.747 -1.794 0.699
N 2.655 4.145 1.432
S -0.236 0.373 -0.034
H 0.826 -0.848 -0.142
N -3.235 -3.488 -1.367

Values from the calculation:
**Relative energy (zero: lowest compared OMol25 entry of this formula, charge and spin)**: 0.0 kcal per mole
**HOMO (alpha / beta)**: -12.598 / -14.091 eV
**Multiplicity**: 3
**Total charge**: +1
**Electronic energy**: -18904.7689 eV
**HOMO-LUMO gap (alpha / beta)**: 7.657 / 7.255 eV


# C4H14NO3

4 unconnected molecules or ions with the total composition C4H14NO3 at a distorted geometry (wB97M-V/def2-TZVPD, the OMol25 dataset).

Last column: Mulliken charge in e.
Element x y z (Å)
H (2.833962, -0.358529, 3.136179)  0.3418
H (1.244962, 2.089860, 1.998647)  0.2108
N (-0.361853, -2.382778, -0.850999)  -0.2207
H (-1.184148, 1.938620, 0.052273)  0.3856
H (-3.527838, -0.813862, -1.819995)  0.3391
H (-1.285735, -2.479197, -1.303112)  0.3417
H (-2.012819, -0.649491, -1.589903)  0.3187
O (-2.675899, -1.251055, -1.944219)  -0.6550
C (0.521856, -0.139250, -1.221772)  0.1664
H (1.586613, 1.773120, 3.699424)  0.3160
O (-1.206172, 2.532613, 0.808272)  -0.6023
H (-0.049235, -3.331164, -0.608159)  0.3274
O (-0.493673, 0.440909, -0.851063)  -0.5285
H (1.363010, 0.394947, -1.659992)  0.3999
H (2.743218, 0.146384, 1.339149)  0.2053
H (1.303853, -0.268008, 2.278288)  0.1211
H (1.467487, -1.976244, -1.837068)  0.3711
C (1.947243, 1.642838, 2.695388)  -0.8209
H (-1.656026, 3.347949, 0.568137)  0.3293
C (0.591302, -1.563446, -1.306274)  0.0200
H (2.912200, 2.149024, 2.693593)  0.2790
C (2.326847, 0.177792, 2.329726)  -0.6458

Forces on the atoms, in the same order (eV/Å):
H 0.399 0.215 -0.525
H 0.059 0.028 -0.100
N 2.421 -0.432 -1.344
H -0.242 0.609 0.037
H 0.061 -0.156 -0.005
H -1.222 1.561 1.041
H -0.516 0.500 0.097
O 0.398 -0.306 -0.028
C -2.309 3.390 -0.840
H -0.424 -0.317 0.400
O 0.157 -0.131 0.332
H 0.274 0.152 -0.680
O 1.584 -1.384 -0.396
H 0.348 0.259 0.331
H 0.720 -0.250 -0.203
H 0.693 -0.506 -0.191
H 0.264 -0.174 1.416
C 1.925 -0.423 -0.191
H -0.002 -0.143 -0.191
C -1.163 -3.727 0.326
H -0.208 0.729 -0.196
C -3.218 0.507 0.911

Values from the calculation:
**Relative energy (zero: lowest compared OMol25 entry of this formula, charge and spin)**: 102.8 kcal per mole
**HOMO**: -13.936 eV
**Total charge**: +1
**Electronic energy**: -11997.3513 eV
**HOMO-LUMO gap**: 5.377 eV


relative energy (zero: lowest compared OMol25 entry of this formula, charge and spin) of number 3 (C4H14NO3)?
102.8 kcal per mole


Repeat the second record exactly.
# C2H3N4S

A gas-phase ion, C2H3N4S (charge +1) at a distorted geometry (wB97M-V/def2-TZVPD, the OMol25 dataset).

Last column: Mulliken charge in e.
Element x y z (Å)
H (-0.556170, -1.460453, 0.934707)  0.2615
N (1.352632, 1.045823, 0.092545)  0.3382
C (1.916850, 0.007104, 0.071783)  0.3702
C (-1.029293, -0.034970, -0.366525)  0.4003
H (-1.454229, -2.046072, -0.448198)  0.2989
N (-1.006209, -1.234743, 0.041657)  -0.3010
N (0.343660, 1.781364, 0.100002)  -0.6686
S (2.786267, -1.291791, 0.092767)  -0.1693
H (-1.555230, 1.967644, -0.342677)  0.3204
N (-0.798281, 1.266093, -0.176058)  0.1495

Forces on the atoms, in the same order (eV/Å):
H 0.113 -0.198 -0.293
N -0.598 0.935 0.141
C 1.714 -2.777 -0.075
C -2.385 2.382 -0.744
H 0.400 1.270 0.382
N 0.747 -1.794 0.699
N 2.655 4.145 1.432
S -0.236 0.373 -0.034
H 0.826 -0.848 -0.142
N -3.235 -3.488 -1.367

Values from the calculation:
**Relative energy (zero: lowest compared OMol25 entry of this formula, charge and spin)**: 0.0 kcal per mole
**HOMO (alpha / beta)**: -12.598 / -14.091 eV
**Multiplicity**: 3
**Total charge**: +1
**Electronic energy**: -18904.7689 eV
**HOMO-LUMO gap (alpha / beta)**: 7.657 / 7.255 eV